No. 1
Density functional theory data (ωB97M-V with the def2-TZVPD basis set) for a 2-piece molecular cluster, C5H12O2 overall.

```
19
Properties=species:S:1:pos:R:3:forces:R:3
O -1.858819 0.830377 1.413178 0.22 0.01 0.18
O 2.071721 -1.663180 -0.474132 0.11 -0.18 -0.05
C 0.965265 0.420240 -0.370874 -0.05 0.06 -0.05
C 2.255240 -0.341830 -0.016784 0.21 0.20 0.08
C -0.051910 -0.718377 -0.634394 -0.05 -0.04 -0.07
C 0.720952 -1.957140 -0.182961 -0.26 -0.15 0.02
C -2.446531 1.608639 0.392104 -0.24 0.19 -0.24
H 1.090884 1.047232 -1.255450 0.03 -0.09 0.05
H -3.441379 1.197268 0.206819 0.08 0.10 0.00
H -0.996356 -0.618279 -0.098386 0.16 0.03 -0.07
H 3.155299 0.056690 -0.483367 -0.05 0.02 -0.02
H 0.593459 -2.108454 0.902716 0.03 -0.01 -0.13
H -1.879579 1.565831 -0.548022 -0.06 -0.03 0.14
H -0.901479 0.929658 1.345464 -0.24 0.00 0.17
H 2.410511 -0.350787 1.071006 -0.03 0.03 -0.02
H 0.442332 -2.878911 -0.699144 0.06 0.14 0.04
H -0.273136 -0.777439 -1.703036 0.06 -0.04 0.09
H -2.550818 2.660461 0.688081 0.02 -0.12 -0.03
H 0.694346 1.097997 0.447188 0.01 -0.12 -0.10
```
Positions in Å, forces in eV/Å.

Results
Energy above the lowest of the compared OMol25 structures with the same formula, charge and spin ... 153.1 kJ/mol
Gap between HOMO and LUMO ... 10.816 eV
SMILES ... C1CCOC1.CO

Mulliken population analysis, charges in e, atoms 1 to 8: number 1, O, carries -0.52; number 2, O, carries -0.39; number 3, C, carries -0.38; number 4, C, carries -0.58; number 5, C, carries -0.32; number 6, C, carries -0.62; number 7, C, carries -0.52; number 8, H, carries 0.25



No. 2
Density functional theory data (ωB97M-V with the def2-TZVPD basis set) for a single C17H25N3O4S molecule.

```
50
Properties=species:S:1:pos:R:3:forces:R:3
S 2.792854 -1.426506 -0.628250 -0.56 0.06 0.05
O 3.928502 -1.780416 0.177750 -0.13 0.02 0.22
O 2.843335 -1.705141 -2.033469 -0.16 0.11 -0.12
O -0.430779 2.482055 0.990016 0.02 0.21 0.02
O -3.378972 -2.874736 -0.294859 -0.21 -0.04 0.22
N -2.611626 1.009891 -0.018239 -0.22 0.32 0.17
N -2.466175 -1.166101 -1.469954 0.09 -0.15 -0.46
N 2.346036 0.196825 -0.458536 0.03 -1.13 -0.23
C 1.404317 -2.977167 1.200028 0.19 0.01 -0.02
C 4.174556 1.764753 -0.637335 -0.02 0.04 0.03
C -2.131077 2.182216 -0.721921 0.34 0.00 0.15
C 3.006230 1.098933 -1.393434 0.23 0.20 -0.62
C -0.954161 1.373957 1.686072 -0.30 -0.20 0.29
C -0.644544 2.353793 -0.397322 -0.19 0.13 -0.32
C 1.330815 -2.200088 0.060706 0.53 0.24 -0.07
C -0.965152 -3.310265 1.067226 -0.05 0.01 -0.08
C -2.407065 -2.220890 -0.615984 0.22 0.17 -0.36
C 4.072597 1.217338 0.792386 -0.02 -0.02 0.09
C 0.242801 -3.548651 1.697731 -0.01 0.03 -0.06
C -2.447638 1.192751 1.408587 0.39 0.04 0.05
C -3.698486 -0.434521 -1.654749 -0.15 0.02 0.14
C -1.038755 -2.509995 -0.072612 0.30 -0.10 0.19
C -3.904489 0.514636 -0.452084 0.16 -0.14 -0.10
C 0.135050 -1.966969 -0.586440 -0.32 -0.12 -0.02
C 2.631407 0.709102 0.871064 0.14 0.14 0.63
H -2.678806 3.092338 -0.418226 0.01 -0.04 -0.08
H 1.934981 1.525488 1.082908 -0.04 -0.09 0.01
H -0.085758 1.482881 -0.774492 -0.02 0.04 -0.03
H 2.365032 -3.128764 1.666766 0.09 -0.05 0.10
H -4.521047 -1.147640 -1.713913 0.04 0.11 -0.10
H 4.285018 1.971311 1.547302 0.03 0.00 0.04
H 0.280653 -4.172208 2.577848 0.01 -0.04 0.07
H -0.423137 0.457217 1.383480 -0.04 0.04 0.04
H -1.883290 -3.737032 1.443420 -0.06 -0.01 0.02
H 0.171215 -1.386417 -1.494977 -0.15 0.11 -0.11
H -3.631010 0.119223 -2.593063 -0.06 -0.06 0.02
H 3.325311 0.516852 -2.257024 -0.04 0.23 -0.09
H -2.998889 2.074202 1.780764 0.01 -0.06 0.03
H -0.251139 3.265923 -0.849847 -0.01 -0.08 -0.05
H 5.132334 1.517154 -1.089979 0.03 0.06 -0.02
H -2.805055 0.303114 1.929997 -0.01 0.01 0.03
H -4.607413 1.318877 -0.713125 -0.01 -0.04 0.06
H -4.333219 -0.064465 0.367386 -0.02 0.03 -0.01
H 4.058393 2.848231 -0.647639 0.05 0.01 -0.04
H 2.274877 1.843930 -1.720459 0.05 -0.08 -0.01
H -1.652608 -0.570848 -1.497418 -0.09 -0.15 0.19
H 2.496179 -0.088073 1.601086 -0.07 0.13 0.17
H 4.749126 0.373820 0.924936 0.01 0.09 0.05
H -2.256599 2.042316 -1.796917 0.01 0.04 -0.07
H -0.774743 1.567752 2.744785 -0.01 -0.07 -0.03
```
Positions in Å, forces in eV/Å.

Results
Energy above the lowest of the compared OMol25 structures with the same formula, charge and spin ... 233.8 kJ/mol
Gap between HOMO and LUMO ... 9.397 eV
SMILES ... O=C(NCCN1CCOCC1)c1cccc(S(=O)(=O)N2CCCC2)c1

Mulliken population analysis, charges in e, atoms 1 to 8: number 1, S, carries 1.43; number 2, O, carries -0.71; number 3, O, carries -0.76; number 4, O, carries -0.48; number 5, O, carries -0.67; number 6, N, carries 0.64; number 7, N, carries -0.11; number 8, N, carries 0.25



No. 3
Density functional theory data (ωB97M-V with the def2-TZVPD basis set) for a 2-piece molecular cluster, C2H9N4S overall.

```
16
Properties=species:S:1:pos:R:3:forces:R:3
S 1.506097 1.325512 1.035422 -0.14 0.14 0.24
N 1.928772 -1.275699 0.486985 -0.30 -0.20 0.13
N -2.526595 -0.053173 0.227140 -0.12 0.00 0.02
N -0.918614 1.202121 -0.905481 -0.03 -0.04 -0.12
N -0.276091 -0.549334 0.405826 -0.24 -0.31 0.16
C 1.078304 -0.234575 0.325928 1.04 0.45 -1.89
C -1.267563 0.226208 -0.103463 0.00 0.19 -0.24
H -2.749111 -0.749942 0.917948 0.03 0.05 0.06
H -0.518626 -1.443978 0.817310 0.04 0.16 -0.07
H 2.821319 1.227290 0.825629 0.08 -0.07 -0.13
H 2.918354 -1.080628 0.460040 -0.11 0.04 0.11
H 0.019674 1.044355 -1.386523 0.04 -0.10 0.17
H 1.199198 0.226666 -1.698298 -0.28 -0.32 1.64
H -3.287487 0.513537 -0.113390 0.08 -0.09 -0.05
H -1.610440 1.780454 -1.355328 -0.10 -0.02 0.07
H 1.682808 -2.158812 0.060256 0.00 0.12 -0.11
```
Positions in Å, forces in eV/Å.

Results
Energy above the lowest of the compared OMol25 structures with the same formula, charge and spin ... 188.2 kJ/mol
Gap between HOMO and LUMO (spin up / spin down) ... 7.952 / 7.953 eV
Total charge ... +1

Mulliken population analysis, charges in e, atoms 1 to 8: number 1, S, carries -0.10; number 2, N, carries -0.42; number 3, N, carries -0.36; number 4, N, carries -0.20; number 5, N, carries -0.11; number 6, C, carries 0.01; number 7, C, carries 0.68; number 8, H, carries 0.20



No. 4
Density functional theory data (ωB97M-V with the def2-TZVPD basis set) for C23H49BrClFINNbO4 as an isolated structure.

```
82
Properties=species:S:1:pos:R:3:forces:R:3
I -2.329142 -4.677304 -0.552340 0.24 0.08 0.95
Nb -2.043046 -2.280048 1.027893 -0.15 2.17 3.19
Br -2.632695 -3.755498 3.134779 0.26 0.27 -0.35
Cl -2.347807 -1.980839 -2.269697 0.52 1.48 0.32
F -1.844724 -0.623242 2.359518 -0.35 -2.53 -2.42
O 8.994704 2.585741 1.405351 0.33 -0.03 -0.21
O 3.894704 0.708997 0.763490 0.43 0.04 -0.26
O -7.442924 -4.990237 -2.718923 0.07 -0.35 -0.32
O -3.607085 3.617502 0.759843 -0.32 0.38 0.13
N -6.136353 -0.127725 1.174144 0.78 1.55 -0.65
C 1.149773 -1.449198 1.365037 0.55 0.06 0.08
C -4.207342 5.599072 1.908407 0.27 0.58 0.04
C -1.469171 -1.148857 -0.813341 1.11 0.73 -1.05
C -4.894579 4.041519 0.291013 0.21 -0.23 -0.36
C -7.425005 -6.053578 -3.681324 -0.39 0.07 0.24
C 5.190443 0.441821 1.317389 -0.26 0.18 0.38
C 6.117122 0.166060 0.153403 0.38 -0.55 0.05
C 0.195285 -2.787460 1.321182 1.18 -0.48 -0.88
C -1.074712 1.428917 0.147525 -1.09 0.18 1.31
C 9.132041 2.760909 -0.011578 -0.44 -0.14 0.00
C 5.512624 1.010917 -0.938171 0.18 0.49 -0.37
C -4.322500 -1.928788 0.755988 -0.89 -0.22 0.49
C 10.290443 2.318565 1.959249 -0.22 0.15 0.38
C -5.456288 4.977634 1.338599 -0.62 -0.13 0.19
C -5.254436 -5.890249 -2.800311 0.40 -0.26 0.37
C -6.097498 -4.742950 -2.287874 0.07 0.47 0.23
C -3.232834 4.442068 1.872117 0.27 -0.43 0.10
C 10.612624 2.887661 -0.296310 0.17 0.51 -0.38
C -4.723934 -0.346629 0.619563 0.05 -0.66 -1.71
C 4.032041 0.884164 -0.653439 -0.48 -0.18 0.08
C 11.217122 2.042804 0.795264 0.36 -0.55 0.06
C -1.755437 0.428358 -0.957236 0.84 1.72 -1.70
C -5.978092 -6.273080 -4.065418 0.07 -0.01 -0.61
H 0.384041 -3.442226 2.277637 -0.36 1.22 -1.89
H -4.810679 -2.285555 1.785910 1.04 0.63 -2.22
H -4.208777 -5.614142 -2.958033 -0.18 -0.01 0.10
H 10.882240 2.562267 -1.304232 -0.06 0.05 0.10
H -1.911683 1.646633 0.971912 2.02 -0.49 -1.69
H 10.605483 3.207309 2.516247 0.08 -0.04 0.05
H -5.531596 3.168812 0.122838 0.16 -0.01 0.00
H -4.743583 -2.614022 -0.099838 0.42 1.63 1.59
H -5.698203 -5.588328 -4.874809 -0.04 -0.10 0.04
H -6.160554 5.704873 0.926757 0.05 -0.09 0.02
H -0.314192 -1.358458 -1.036027 -2.52 0.56 0.48
H -0.152585 0.993087 0.717099 -1.72 0.68 -1.30
H -4.748797 4.557275 -0.664380 -0.11 0.01 -0.04
H -1.242284 0.749795 -1.989961 -1.12 -0.84 2.00
H -6.623984 0.456605 0.437551 0.57 -0.74 1.52
H 10.227345 1.475765 2.653633 -0.11 0.11 -0.05
H 6.062868 -0.893135 -0.124519 0.03 0.09 0.05
H 0.512208 -3.394395 0.361573 -0.35 0.90 1.97
H -5.972392 4.401963 2.116145 0.01 0.06 -0.11
H 5.782240 0.685523 -1.946092 -0.06 0.04 0.08
H -5.775094 -7.294881 -4.395865 -0.05 0.08 0.01
H -4.809843 -0.122501 -0.549779 0.40 -0.40 2.47
H 2.170775 -1.775137 1.854734 -1.85 0.85 -0.99
H -4.340255 6.013674 2.910881 0.05 -0.05 -0.09
H -2.196183 4.770658 1.754451 -0.07 -0.15 -0.05
H -3.858531 6.402157 1.248509 -0.01 -0.04 0.10
H -2.890840 0.750305 -1.120352 2.46 -1.16 0.64
H 8.708637 1.876457 -0.499950 0.00 0.07 -0.12
H -6.074034 0.442935 2.053430 -0.14 -0.66 -1.24
H 0.706235 -0.567938 2.001359 0.80 -1.80 -1.15
H -7.847761 -6.943883 -3.203134 -0.02 -0.09 -0.09
H 10.928405 3.930822 -0.176159 -0.04 -0.10 -0.06
H 5.127345 -0.400979 2.011773 -0.12 0.10 -0.05
H -6.070104 -4.656828 -1.197785 -0.07 0.04 -0.15
H 1.404339 -1.007301 0.284543 -0.62 -1.05 2.33
H 5.505483 1.330565 1.874387 0.11 -0.05 0.04
H 8.566222 3.640400 -0.331007 -0.03 -0.10 0.12
H 3.466222 1.763655 -0.972867 -0.04 -0.09 0.12
H -3.928352 0.393695 1.056978 -1.49 -1.48 -0.62
H -3.305350 3.832682 2.779174 0.07 0.07 0.05
H -8.050858 -5.786786 -4.537374 -0.05 0.05 0.11
H 7.160080 0.409407 0.371430 -0.11 -0.02 0.06
H 5.828405 2.054077 -0.818019 -0.02 -0.08 -0.05
H 12.260080 2.286151 1.013290 -0.12 -0.04 0.01
H 11.162868 0.983610 0.517341 0.05 0.10 0.06
H -5.777456 -3.789715 -2.721786 0.11 0.00 0.09
H -0.793935 2.482024 -0.290934 -0.55 -2.18 0.54
H -5.285578 -6.723715 -2.088663 0.07 0.11 -0.03
H 3.608637 -0.000287 -1.141810 -0.01 0.05 -0.10
```
Positions in Å, forces in eV/Å.

Results
Gap between HOMO and LUMO ... 6.184 eV
Total charge ... -1

Mulliken population analysis, charges in e, atoms 1 to 8: number 1, I, carries -0.22; number 2, Nb, carries -0.03; number 3, Br, carries -0.40; number 4, Cl, carries -0.18; number 5, F, carries -0.68; number 6, O, carries -0.40; number 7, O, carries -0.36; number 8, O, carries -0.44



No. 5
Density functional theory data (ωB97M-V with the def2-TZVPD basis set) for an isolated ion of composition C6H18N2P and charge +1.

```
27
Properties=species:S:1:pos:R:3:forces:R:3
P -1.742696 0.690025 -0.008273 -0.28 -0.16 -0.02
N 0.986240 0.225221 0.088884 0.07 -0.12 0.22
N -0.307314 -0.360596 -0.096508 -0.56 -0.49 -0.05
C 3.429393 -0.471797 -0.198163 -0.19 0.11 0.09
C -2.953546 -0.698895 0.201825 0.30 0.01 0.11
C 1.966369 -0.878488 -0.171267 0.65 -0.59 -0.29
C 1.132425 1.296824 -0.910532 -0.01 0.54 -0.68
C 1.164544 0.783973 1.443473 0.01 0.38 0.80
C -4.367088 -0.237088 -0.141698 0.12 0.10 -0.01
H -1.874162 0.767836 -1.406734 -0.15 0.17 -0.16
H 1.107323 -0.012541 2.184181 -0.01 -0.07 -0.14
H -4.428716 0.093568 -1.176723 -0.06 0.01 -0.06
H 0.986899 0.879596 -1.905278 0.02 -0.09 0.08
H 3.751817 -0.020352 0.735378 0.09 0.04 0.07
H 1.813611 -1.630633 0.606572 -0.18 0.13 -0.03
H -2.920694 -1.032969 1.244583 0.07 0.02 -0.10
H -5.066299 -1.057651 -0.003454 -0.05 -0.02 0.00
H 2.125748 1.283833 1.526318 0.02 -0.03 -0.09
H -0.414215 -1.141474 0.548753 0.26 0.06 -0.06
H 0.375208 2.060515 -0.732726 0.06 -0.06 0.09
H 0.370892 1.506032 1.636770 0.04 -0.06 -0.12
H 1.684619 -1.318676 -1.130309 -0.14 0.12 0.15
H 2.116560 1.750265 -0.837920 -0.03 -0.07 0.12
H -2.652652 -1.530130 -0.443395 -0.02 0.05 0.09
H 4.017719 -1.374571 -0.341699 0.01 -0.07 0.00
H -4.675712 0.585474 0.500203 -0.08 0.04 0.02
H 3.658679 0.196407 -1.022469 0.04 0.05 -0.06
```
Positions in Å, forces in eV/Å.

Results
Energy above the lowest of the compared OMol25 structures with the same formula, charge and spin ... 139.3 kJ/mol
Gap between HOMO and LUMO ... 10.282 eV
Total charge ... +1
SMILES ... CCPN[N+](C)(C)CC

Mulliken population analysis, charges in e, atoms 1 to 8: number 1, P, carries -0.07; number 2, N, carries 0.31; number 3, N, carries -0.65; number 4, C, carries -1.21; number 5, C, carries -0.45; number 6, C, carries -0.23; number 7, C, carries -0.96; number 8, C, carries -0.89



No. 6
Density functional theory data (ωB97M-V with the def2-TZVPD basis set) for a single C3H8N2O molecule.

```
14
Properties=species:S:1:pos:R:3:forces:R:3
O 0.073396 1.335168 -0.548005 0.50 0.00 0.39
N 1.166240 -0.051044 0.691283 -0.11 0.97 -0.29
N 2.313448 0.226813 0.216017 0.27 -0.06 -0.05
C 0.343369 -0.883952 -0.172453 -0.75 0.36 -0.63
C -0.709566 0.214209 -0.567149 -0.13 -1.25 0.48
C -1.841346 0.235201 0.470219 0.12 0.08 -0.21
H -2.418133 -0.694244 0.450751 0.01 0.04 0.00
H -0.036547 -1.731365 0.400908 0.05 -0.02 -0.03
H -2.504914 1.070340 0.243710 -0.03 -0.02 0.03
H 2.866759 0.881842 0.756489 -0.10 -0.11 -0.05
H -1.161653 0.005119 -1.556846 0.11 0.14 0.09
H 2.449100 0.231838 -0.799226 -0.05 -0.11 0.22
H 0.891681 -1.226461 -1.056011 0.08 -0.01 0.08
H -1.431835 0.386536 1.470311 0.02 -0.01 -0.01
```
Positions in Å, forces in eV/Å.

Results
Energy above the lowest of the compared OMol25 structures with the same formula, charge and spin ... 476.7 kJ/mol
Gap between HOMO and LUMO (spin up / spin down) ... 8.762 / 7.157 eV

Mulliken population analysis, charges in e, atoms 1 to 8: number 1, O, carries -0.66; number 2, N, carries -0.09; number 3, N, carries -0.23; number 4, C, carries -0.62; number 5, C, carries 0.47; number 6, C, carries -1.31; number 7, H, carries 0.34; number 8, H, carries 0.34